[1]
90
Properties=species:S:1:pos:R:3 method="wB97M-V/def2-TZVPD" lumo_ev="-7.20 / -10.66" multiplicity=5 homo_lumo_gap_ev="7.13 / 4.32" homo_ha="-0.5266 / -0.5504" charge=+3
Rh 0.914 -2.227 -0.275
C 1.566 -2.000 2.691
N 1.392 -3.036 1.657
C 2.697 -3.867 1.528
C 0.314 -3.982 2.047
C -0.598 -4.383 0.890
N -0.978 -3.239 -0.024
C -1.968 -2.293 0.788
C -1.648 -3.718 -1.288
H 1.548 -2.370 3.733
H 0.716 -1.283 2.644
H 2.514 -1.474 2.555
H 2.915 -4.279 2.559
H 3.461 -3.159 1.277
H 2.528 -4.616 0.786
H -0.306 -3.614 2.903
H 0.808 -4.915 2.513
H -1.442 -4.928 1.231
H -0.093 -5.189 0.316
H -2.902 -2.870 0.932
H -2.081 -1.394 0.211
H -1.381 -2.186 1.674
H -2.666 -4.120 -1.093
H -1.104 -4.534 -1.768
H -1.730 -2.863 -1.952
C -0.995 5.826 1.206
Si 0.279 4.483 1.252
C 1.603 4.702 -0.103
C 1.024 4.046 2.981
Sb -1.141 2.068 0.847
Si -2.995 1.800 2.951
C -4.383 1.025 1.929
C -3.443 3.543 3.629
C -2.161 0.748 4.247
Si -2.592 2.600 -1.410
C -3.830 3.968 -1.083
C -3.229 0.857 -1.901
C -1.157 3.199 -2.509
H -0.775 6.537 2.042
H -2.003 5.367 1.335
H -0.869 6.284 0.208
H 2.520 4.800 0.439
H 1.354 5.601 -0.764
H 1.581 3.801 -0.749
H 0.337 4.499 3.746
H 1.997 4.455 3.075
H 0.999 2.995 3.227
H -4.768 1.746 1.204
H -5.249 0.768 2.555
H -4.092 0.120 1.454
H -3.879 3.411 4.673
H -4.190 4.088 3.010
H -2.549 4.133 3.762
H -2.105 -0.283 3.880
H -2.683 0.656 5.222
H -1.156 1.069 4.475
H -4.180 4.256 -2.084
H -3.500 4.902 -0.595
H -4.703 3.603 -0.556
H -4.143 0.708 -1.225
H -2.505 0.070 -1.629
H -3.522 0.804 -2.976
H -0.434 2.391 -2.723
H -0.591 3.856 -1.805
H -1.526 3.793 -3.385
C 3.457 0.494 1.074
Sb 2.969 -0.650 -0.715
C 3.314 0.851 -2.227
C 4.915 -1.693 -0.906
H 4.333 1.113 0.818
H 3.717 -0.147 1.915
H 2.630 1.100 1.279
H 3.151 1.821 -1.680
H 2.701 0.795 -3.080
H 4.393 0.770 -2.619
H 5.138 -2.145 -1.881
H 5.054 -2.517 -0.111
H 5.785 -1.010 -0.738
S 0.482 -1.426 -2.495
C 1.198 -2.573 -3.617
N 2.449 -2.526 -4.072
C 2.634 -3.498 -5.246
C 1.249 -4.146 -5.335
N 0.525 -3.587 -4.204
H 3.171 -1.891 -3.748
H 3.481 -4.171 -5.079
H 2.862 -2.828 -6.135
H 1.299 -5.233 -5.263
H 0.705 -3.946 -6.314
H -0.436 -3.709 -4.005



[2]
14
Properties=species:S:1:pos:R:3 method="wB97M-V/def2-TZVPD" relative_energy_kcal_mol=85.7 lumo_ev=0.34 homo_lumo_gap_ev=8.29 homo_ha=-0.2921
S 2.898 -0.847 0.095
N 1.290 -1.301 -0.237
C 0.434 -0.348 -0.288
C 0.721 1.102 -0.142
C -0.452 1.806 -0.026
C -1.545 0.747 0.135
N -0.860 -0.589 -0.430
S -1.667 -2.059 -0.066
H 3.413 -2.060 -0.661
H 1.766 1.317 -0.315
H -0.547 2.883 -0.005
H -2.419 1.247 -0.531
H -2.040 0.554 1.201
H -0.994 -2.452 1.269



[3]
23
Properties=species:S:1:pos:R:3 method="wB97M-V/def2-TZVPD" smiles="CC(=O)C(C)(C)[C@H](C)O" relative_energy_kcal_mol=46.4 lumo_ev=0.68 homo_lumo_gap_ev=9.06 homo_ha=-0.3082
C 1.528 1.550 -1.654
C 1.358 1.205 -0.187
O 2.029 1.780 0.654
C 0.210 -0.166 0.374
C 0.516 -0.318 1.860
C 0.588 -1.411 -0.412
C -1.062 0.483 0.062
C -2.247 -0.782 0.633
O -1.373 0.744 -1.265
H 2.477 2.072 -1.813
H 1.528 0.643 -2.262
H 0.711 2.198 -1.976
H 0.174 -1.279 2.252
H 1.597 -0.265 2.026
H 0.062 0.481 2.452
H 1.673 -1.555 -0.382
H 0.131 -2.305 0.023
H 0.284 -1.362 -1.460
H -1.265 1.370 0.661
H -2.576 -1.352 -0.238
H -1.918 -1.466 1.413
H -3.078 -0.188 1.016
H -1.348 -0.078 -1.778



[4]
12
Properties=species:S:1:pos:R:3 method="wB97M-V/def2-TZVPD" smiles=CN(NI)ON relative_energy_kcal_mol=26.9 lumo_ev="-0.65 / -0.65" homo_lumo_gap_ev="7.95 / 7.95" homo_ha="-0.3160 / -0.3160"
C 1.461 -0.405 -0.840
N 0.426 -0.271 0.141
N 0.381 0.592 1.176
I -0.664 2.511 1.307
O -0.766 -1.158 -0.021
N -2.010 -0.468 -0.120
H 1.267 -1.319 -1.525
H 1.426 0.463 -1.386
H 2.430 -0.501 -0.364
H 0.168 0.131 2.006
H -2.074 0.152 -0.990
H -2.044 0.272 0.614



[5]
13
Properties=species:S:1:pos:R:3 method="wB97M-V/def2-TZVPD" relative_energy_kcal_mol=37.0 lumo_ev=4.20 homo_lumo_gap_ev=6.91 homo_ha=-0.0996 charge=-1
C 1.657 -1.335 0.337
C 0.716 -0.173 0.044
C -1.489 0.152 -0.726
N -0.578 -0.652 -0.311
H 2.612 -0.993 0.744
H 1.164 -2.045 1.000
H 1.871 -1.856 -0.604
H 1.174 0.524 -0.681
H 0.586 0.400 0.971
H -1.315 0.792 -1.596
H -2.513 -0.034 -0.406
S -1.322 2.349 0.633
H -2.560 2.871 0.596



[6]
30
Properties=species:S:1:pos:R:3 method="wB97M-V/def2-TZVPD" relative_energy_kcal_mol=0.0 lumo_ev=-7.09 homo_lumo_gap_ev=3.01 homo_ha=-0.3713
Al -0.971 -0.921 2.178
C -0.577 3.317 1.340
F 0.158 2.539 2.120
F -0.729 4.543 1.808
F -0.002 3.433 0.163
S -2.364 2.582 1.098
O -2.828 2.282 2.432
O -3.153 3.601 0.466
N -1.993 1.077 0.370
S -2.388 1.320 -1.102
O -3.807 1.464 -1.288
O -1.498 2.222 -1.797
C -1.990 -0.335 -1.987
F -0.665 -0.518 -1.979
F -2.628 -1.340 -1.409
F -2.351 -0.182 -3.251
C 3.639 -0.336 0.849
C 2.186 -0.546 1.279
O 1.933 -1.232 2.303
O 1.292 0.050 0.635
H 4.029 0.327 1.621
H 3.711 0.186 -0.098
H 3.991 -1.364 0.887
C 1.504 -2.890 -1.281
C 0.338 -3.585 -0.585
O 0.054 -4.756 -0.913
O -0.300 -2.965 0.279
H 1.189 -1.862 -1.474
H 1.954 -3.336 -2.163
H 2.264 -2.776 -0.502